202
Properties=species:S:1:pos:R:3:forces:R:3 method="wB97M-V/def2-TZVPD" max_force_ev_per_a=1.66 total_energy_ha=-5232.61101 e_lumo_ev=-0.917 mol_weight_g_mol=1507.6
C 2.72813 7.57858 -1.40670 0.5 0.6 0.0
C 2.47631 6.24668 -1.64049 0.3 -0.9 -0.1
C 2.02213 5.42009 -0.62248 -1.0 0.5 0.0
C 1.72229 6.02329 0.58651 0.6 0.1 0.2
C 1.93322 7.37443 0.84674 -0.2 -0.5 -0.3
C 2.45730 8.15575 -0.17254 -0.6 -0.1 0.4
N 1.23319 5.16358 1.67734 -0.1 0.4 -0.3
O 0.64568 4.15201 1.34755 -0.2 -0.5 0.0
O 1.42804 5.52506 2.80998 -0.1 0.0 0.3
H 3.21817 8.16921 -2.17149 -0.3 0.1 -0.1
H 2.67848 5.79811 -2.60634 0.0 0.1 0.0
H 1.73500 4.38978 -0.78674 0.3 -0.1 0.0
H 1.63955 7.77320 1.80607 0.2 0.1 0.0
H 2.54575 9.21610 0.01997 0.3 0.0 -0.2
C 1.47124 -0.03745 0.65026 0.3 -0.5 -0.9
C 1.15730 -1.37288 0.83911 0.0 -0.1 -0.1
C -0.02302 -1.91488 0.33988 0.5 -0.1 0.0
C -0.89539 -1.10345 -0.37474 0.3 0.9 0.5
C -0.62048 0.26383 -0.51894 0.1 -0.1 0.1
C 0.58041 0.76134 -0.04435 0.1 0.4 0.3
N -2.18230 -1.62738 -0.82385 0.3 0.0 0.5
O -2.32538 -2.83633 -0.85475 0.1 -0.2 -0.2
O -3.06226 -0.83170 -1.07190 -0.2 0.2 -0.1
H 2.48083 0.31063 0.82958 -0.2 0.2 0.5
H 1.87185 -2.01879 1.33267 -0.1 -0.1 0.1
H -0.17564 -2.97370 0.49719 -0.4 0.1 -0.2
H -1.25327 0.99759 -0.99458 -0.4 -0.4 -0.1
H 0.83021 1.80491 -0.18568 -0.2 0.0 -0.2
C -9.00328 -0.24954 -0.51652 0.7 0.0 -0.2
C -7.62272 -0.44573 -0.40556 -0.9 0.0 0.3
C -6.75939 0.05986 -1.35897 0.2 0.1 0.8
C -7.29184 0.76610 -2.41812 -0.5 -0.3 0.2
C -8.65968 1.00674 -2.55013 0.5 -0.3 0.2
C -9.50137 0.51575 -1.56341 -0.3 -0.2 -0.2
N -6.39011 1.18478 -3.47367 0.0 0.4 -0.7
O -5.19763 1.20893 -3.26702 0.6 -0.1 0.5
O -6.88242 1.48795 -4.53621 -0.4 0.1 -0.4
H -9.63825 -0.72885 0.21508 -0.2 0.2 0.0
H -7.28204 -0.98533 0.46802 0.4 0.0 -0.2
H -5.69753 -0.06164 -1.19233 0.1 0.0 -0.4
H -9.04802 1.51157 -3.42010 0.1 0.1 0.0
H -10.56565 0.67833 -1.67134 0.0 0.0 0.1
C -4.42305 -4.13149 0.98431 -0.3 0.2 0.3
C -4.51347 -5.05840 2.01440 0.1 -0.2 -0.8
C -5.16151 -4.75992 3.19047 0.1 -0.2 0.6
C -5.74615 -3.51091 3.37870 0.6 -0.9 -0.9
C -5.65276 -2.56867 2.36496 0.4 0.6 0.4
C -4.95580 -2.86795 1.19591 -0.2 0.1 0.1
N -6.41879 -3.24130 4.64324 -0.5 0.6 0.1
O -6.94258 -2.15160 4.76403 0.0 0.1 -0.1
O -6.44205 -4.10474 5.49354 0.2 -0.3 0.0
H -3.95968 -4.37024 0.03661 0.2 0.0 0.1
H -4.06382 -6.03272 1.86947 -0.1 0.0 0.2
H -5.13797 -5.51200 3.96810 -0.3 0.2 0.1
H -5.98054 -1.54990 2.53368 -0.2 -0.1 0.0
H -4.81059 -2.07573 0.47079 -0.1 -0.1 -0.1
C -2.47712 -0.83267 2.95927 0.0 0.7 0.8
C -1.60583 0.24956 2.87103 0.7 -0.2 -0.6
C -0.73251 0.60665 3.89448 -0.2 -0.4 0.3
C -0.86102 -0.04588 5.12413 0.0 0.3 -0.9
C -1.77295 -1.06713 5.26384 0.0 -0.2 0.5
C -2.54206 -1.46983 4.18936 -0.7 -0.1 0.4
N -0.04066 0.37614 6.27166 -0.5 -0.6 -0.3
O -0.34468 -0.07689 7.35242 0.0 0.0 0.3
O 0.87433 1.12893 6.06015 0.6 0.5 -0.1
H -3.17354 -1.03404 2.15776 0.1 -0.2 0.0
H -1.52474 0.78114 1.92983 0.0 0.0 0.0
H 0.04454 1.33973 3.73215 -0.1 0.2 0.1
H -1.93591 -1.58149 6.20001 0.3 0.2 0.1
H -3.30252 -2.18611 4.48128 0.0 -0.3 -0.7
C 6.17120 -0.26296 -0.85282 0.1 0.2 0.4
C 7.45768 0.23487 -0.90594 0.4 0.1 0.0
C 8.20308 0.41823 0.26202 0.2 0.0 -0.3
C 7.63542 0.13554 1.48691 -0.3 0.0 -0.5
C 6.34877 -0.37939 1.55407 0.6 0.2 1.1
C 5.64698 -0.56207 0.39723 -1.0 -0.6 -0.4
N 8.41683 0.37171 2.70927 0.2 -0.3 0.3
O 9.35922 1.13278 2.64446 0.1 0.2 -0.3
O 8.10123 -0.21974 3.72457 -0.4 0.0 -0.1
H 5.56988 -0.41493 -1.73810 0.0 0.0 0.0
H 7.91096 0.47662 -1.85854 0.0 0.0 0.0
H 9.24348 0.71159 0.21737 -0.1 0.2 0.0
H 5.94302 -0.62094 2.52917 -0.1 0.0 -0.1
H 4.65685 -1.00415 0.45684 0.0 0.1 -0.1
C 5.45616 -1.81422 7.33801 -0.6 -0.5 0.3
C 4.22273 -2.38617 7.03198 0.2 0.6 -0.6
C 3.50481 -1.86235 5.97237 -1.3 -0.2 -0.3
C 3.94564 -0.76432 5.23751 1.2 -0.3 0.8
C 5.18508 -0.23168 5.54381 0.0 0.9 0.0
C 5.92994 -0.74928 6.59505 0.1 -0.2 0.3
N 3.14808 -0.14334 4.18068 -1.0 -0.8 0.5
O 2.13561 -0.74608 3.87217 -0.3 -0.3 -0.3
O 3.46013 0.91286 3.69546 0.7 0.4 -0.1
H 5.98794 -2.18737 8.20401 0.2 0.1 -0.1
H 3.76362 -3.19117 7.58588 0.2 -0.1 0.2
H 2.52839 -2.29815 5.79456 0.0 0.2 -0.3
H 5.48550 0.68341 5.04805 0.2 -0.2 -0.1
H 6.86494 -0.31932 6.92632 0.0 0.2 -0.4
C 3.01170 4.08005 -6.28636 0.2 0.6 0.2
C 4.31448 4.11967 -5.76647 -1.2 -0.8 -0.8
C 4.51831 3.67112 -4.48447 1.0 -0.2 0.5
C 3.45885 3.22278 -3.70702 0.0 0.5 -0.8
C 2.16130 3.23924 -4.20876 -0.1 0.6 0.9
C 1.92929 3.76134 -5.47402 0.4 -0.5 -0.1
N 3.73898 2.72814 -2.35257 -0.3 -1.0 -0.6
O 4.87810 2.75056 -1.93945 0.1 0.3 0.0
O 2.80809 2.20681 -1.76589 -0.1 0.2 0.3
H 2.86528 4.34105 -7.32682 -0.1 0.1 0.0
H 5.11786 4.32843 -6.45768 0.2 0.2 0.3
H 5.53343 3.58331 -4.11642 -0.1 0.1 0.2
H 1.33039 2.97831 -3.56135 0.0 -0.2 -0.1
H 0.91100 3.83798 -5.82603 0.0 -0.2 -0.1
C 1.75074 -0.99664 -3.38749 0.6 -0.9 0.1
C 2.33771 -2.12462 -2.53489 -0.2 0.9 -0.8
O 3.23388 -1.87594 -1.76112 0.1 -0.3 0.2
C 1.78386 -3.51546 -2.67757 0.2 -0.3 0.6
H 1.08310 -0.40497 -2.76254 0.0 0.1 -0.1
H 1.23880 -1.39499 -4.26027 -0.2 0.2 0.1
H 2.60766 -0.40601 -3.71037 -0.2 0.3 0.1
H 1.11405 -3.71435 -3.50422 -0.1 0.4 -0.1
H 1.24881 -3.66920 -1.73450 -0.1 -0.3 -0.1
H 2.61196 -4.22344 -2.73485 0.0 0.0 0.2
C 3.95040 3.01076 1.47619 -0.3 0.4 0.6
C 5.00004 4.05529 1.78013 0.5 0.2 -0.2
O 4.85623 4.91643 2.61454 -0.4 -0.1 0.3
C 6.22204 4.09297 0.90161 0.5 -0.2 -0.9
H 4.32971 1.99859 1.60482 0.2 0.0 -0.3
H 3.56451 3.17055 0.46988 0.2 -0.3 -0.1
H 3.12824 3.13857 2.18049 0.0 0.0 0.0
H 5.89835 3.99432 -0.14018 0.0 0.1 0.0
H 6.95609 3.28737 1.00246 -0.4 -0.3 0.4
H 6.79058 5.01380 1.01329 -0.3 0.1 0.2
C -4.84013 -5.07045 -3.34158 0.5 -0.4 0.6
C -4.90567 -3.65496 -3.83876 -0.3 -0.3 -0.6
O -5.01112 -3.45942 -5.03410 0.3 0.3 0.3
C -4.93382 -2.54095 -2.82857 0.5 -0.4 0.2
H -5.83960 -5.38026 -3.02639 0.0 0.0 0.0
H -4.18395 -5.17255 -2.47185 -0.1 0.2 0.1
H -4.45825 -5.75433 -4.09639 -0.3 0.1 -0.2
H -5.97106 -2.28075 -2.61301 0.0 0.4 -0.3
H -4.30634 -1.73070 -3.19869 -0.5 0.4 -0.1
H -4.49649 -2.82698 -1.87483 0.0 -0.3 -0.1
C -2.80340 0.56495 -5.96237 -0.3 0.8 -0.8
C -1.85945 1.19863 -4.98704 0.8 -0.3 0.7
O -1.10788 2.10540 -5.28432 -0.2 0.0 -0.4
C -1.86506 0.64073 -3.58251 -0.5 -0.2 -0.4
H -2.96246 1.29460 -6.76124 -0.2 0.0 0.1
H -3.75771 0.31414 -5.50160 0.0 -0.1 0.1
H -2.38504 -0.31044 -6.45509 0.2 -0.2 0.4
H -2.74577 1.06041 -3.08761 0.1 0.0 0.2
H -0.96770 0.85620 -3.01728 0.1 0.3 -0.3
H -2.00597 -0.43609 -3.64353 -0.1 0.0 0.1
C -1.87769 4.98519 -1.14466 0.4 0.3 0.3
C -1.09499 4.41899 -2.29724 -0.6 0.1 -0.2
O -0.68390 3.28458 -2.25892 0.5 -0.3 0.2
C -1.01553 5.25273 -3.53957 0.2 0.7 -0.5
H -2.90042 5.17804 -1.47291 -0.1 -0.2 0.1
H -1.48782 5.94493 -0.79540 0.1 0.0 -0.2
H -1.79604 4.29296 -0.31030 -0.3 -0.1 0.0
H -0.63286 6.26460 -3.37742 0.1 -0.1 0.4
H -2.02351 5.41943 -3.92966 -0.1 -0.2 0.0
H -0.40998 4.80777 -4.32192 -0.1 -0.3 0.1
C -1.73650 -5.28712 3.93894 -0.2 0.6 -0.5
C -0.70596 -4.38534 4.54306 0.4 0.0 0.1
O -0.61623 -4.31132 5.74695 0.3 0.3 -0.1
C 0.17620 -3.58883 3.59502 0.1 -0.7 -0.2
H -1.50966 -6.33412 4.13132 -0.2 0.0 0.3
H -1.79826 -5.12150 2.86419 -0.1 -0.1 0.0
H -2.65970 -4.93011 4.39568 -0.2 -0.6 0.0
H 1.21540 -3.77378 3.87109 0.0 0.6 0.3
H -0.11680 -2.54079 3.58079 0.3 0.1 0.3
H 0.09724 -3.95847 2.57063 -0.2 0.0 0.0
C 4.90761 -4.36291 0.44500 -0.3 0.3 -0.4
C 5.41965 -3.87388 1.76398 0.4 -0.1 0.4
O 6.61450 -3.87277 1.95479 0.1 0.1 0.1
C 4.49370 -3.39489 2.88117 1.0 -0.3 -0.5
H 5.53381 -5.19433 0.12628 -0.2 -0.2 0.1
H 5.06946 -3.59395 -0.31704 -0.1 0.2 0.2
H 3.83981 -4.57919 0.44751 0.1 -0.2 0.0
H 4.17019 -2.38482 2.62498 -0.5 -0.1 0.1
H 5.14758 -3.34943 3.75006 -0.2 0.1 0.2
H 3.68640 -4.10498 3.04846 -0.3 0.3 -0.1
C -4.65715 2.83282 2.68533 0.1 -0.5 0.6
C -4.57979 1.71597 1.66477 -0.2 0.9 -0.6
O -5.04185 0.62951 1.90795 -0.1 -0.5 0.1
C -3.93942 2.03151 0.32599 0.3 -0.1 0.8
H -5.63124 2.78536 3.17122 0.0 0.0 0.0
H -4.43434 3.84745 2.36866 0.0 -0.1 -0.4
H -3.91291 2.56172 3.44349 -0.1 0.1 0.1
H -3.17404 1.28248 0.12441 -0.1 0.0 -0.1
H -3.47884 3.01174 0.40162 0.0 0.1 -0.4
H -4.68701 1.96858 -0.46416 0.0 0.2 -0.1
C -1.55980 -3.57348 -6.72780 0.8 0.9 0.0
C -1.29729 -3.17028 -5.28988 -0.4 -0.6 0.3
O -1.19488 -2.02185 -4.93058 0.3 0.0 -0.3
C -1.29473 -4.30149 -4.29054 -0.2 0.0 -0.5
H -1.16613 -4.55701 -6.97100 -0.3 -0.2 0.1
H -1.03203 -2.83927 -7.34099 -0.2 0.0 -0.2
H -2.62823 -3.48508 -6.92433 0.0 -0.2 0.0
H -2.18366 -4.88504 -4.54781 0.0 -0.1 0.4
H -1.29673 -3.91878 -3.27344 -0.1 -0.1 0.0
H -0.44983 -4.96962 -4.46801 0.1 0.0 0.0